Entry 1:
Below is an isolated molecule of C14H15N5O3 in a non-equilibrium geometry, with properties calculated with the ωB97M-V functional and the def2-TZVPD basis.

Structure (ORCA input):
```
! RIJCOSX wB97M-V def2-TZVPD def2/J DEFGRID3
* xyz 0 1
O -0.2594 -0.2282 -0.6057
O 6.5689 0.4041 -0.9526
O 5.6949 2.2125 -0.1917
N -1.1350 -2.3153 -0.3935
N -3.1071 2.1476 -0.3215
N -3.0555 1.5238 0.8526
N -2.1320 -2.2707 -1.3383
N 5.6590 1.0258 -0.4432
C -0.2207 -1.3418 -0.1371
C 4.4588 0.3064 -0.1132
C 0.8815 -1.8069 0.8324
C 2.1545 -1.0820 0.5295
C 3.3887 0.9831 0.4616
C -2.9263 0.2359 0.5983
C 4.3852 -1.0568 -0.3749
C -2.9097 0.0159 -0.8049
C -2.9016 -0.7683 1.6946
C -3.0515 1.2845 -1.3459
C 2.2435 0.2851 0.7836
C 3.2303 -1.7417 -0.0573
C -2.8365 -1.2290 -1.5340
C -3.1867 3.5778 -0.3818
H 1.4035 0.7998 1.2221
H 1.0201 -2.8861 0.7680
H -2.2687 3.9964 -0.7995
H -3.4977 -1.3220 -2.3899
H -3.4136 -0.3635 2.5637
H 3.4733 2.0429 0.6460
H -3.3191 3.9448 0.6337
H -3.0666 1.6061 -2.3677
H -1.8755 -0.9993 1.9805
H -3.3869 -1.6899 1.3793
H -4.0324 3.8892 -0.9971
H -0.9163 -3.2715 -0.1464
H 3.1640 -2.7996 -0.2648
H 0.5423 -1.5548 1.8406
H 5.2302 -1.5544 -0.8254
*
```

Computed properties:
Molecular weight   301.3 Da
Structure (SMILES)   Cc1nn(C)cc1/C=N\NC(=O)Cc1ccc([N+](=O)[O-])cc1
DFT total energy   -1041.87004 Eh
E_HOMO   -8.789 eV
Energy relative to the best compared isomer or geometry (same formula, charge and spin)   123.4 kcal per mole
LUMO energy   -0.38 eV

***

Entry 2:
Below is a cluster of 4 separate species, H8O4 in total in a non-equilibrium geometry, with properties calculated with the ωB97M-V functional and the def2-TZVPD basis.

Structure (ORCA input):
```
! RIJCOSX wB97M-V def2-TZVPD def2/J DEFGRID3
* xyz 0 1
O -0.2887 0.4903 0.4830
O -1.1887 2.7063 -0.4570
O 2.7283 -0.7257 0.0630
O -1.7017 -1.9967 -0.0120
H 3.2413 -0.0257 0.1250
H -2.1267 -2.0867 0.7760
H -0.4017 3.3623 -0.5390
H -0.9817 0.0253 0.3890
H 2.2903 -0.7757 -0.7540
H -0.8987 1.8553 -0.1100
H 0.4813 0.0783 0.1640
H -1.1537 -2.9067 -0.1280
*
```

Computed properties:
Molecular weight   72.1 Da
Structure (SMILES)   O.O.O.O
DFT total energy   -305.69330 Eh
E_HOMO   -10.223 eV
Energy relative to the best compared isomer or geometry (same formula, charge and spin)   53.9 kcal per mole
LUMO energy   0.36 eV

***

Entry 3:
Below is a cluster of 3 separate species, C4H8BClN3O2 in total in a non-equilibrium geometry, with properties calculated with the ωB97M-V functional and the def2-TZVPD basis.

Structure (ORCA input):
```
! RIJCOSX wB97M-V def2-TZVPD def2/J DEFGRID3
* xyz 1 1
Cl -0.7685 0.3744 2.8103
O -0.4397 -1.8468 -0.8389
O 0.7191 -4.0016 -1.3817
N 0.2400 0.7971 0.3889
N 2.4999 1.1887 1.5549
N -0.9201 0.9276 -1.6060
C -2.1096 0.4290 0.3956
C -2.0567 0.6471 -0.9977
C -0.9080 0.5681 1.0950
C 0.2990 1.0162 -0.9745
B 0.1188 -2.9289 -1.0647
H 3.4344 1.3071 1.0821
H -1.0680 1.1374 -2.5806
H -2.9044 0.6131 -1.5905
H 2.7719 0.5982 2.2982
H 1.1588 1.1155 0.8946
H 0.5525 -4.2705 -2.3196
H -2.9695 0.2140 0.9600
H 2.3503 2.1143 1.8748
*
```

Computed properties:
Molecular weight   176.4 Da
DFT total energy   -956.80798 Eh
E_HOMO   -12.795 eV
Energy relative to the best compared isomer or geometry (same formula, charge and spin)   76.4 kcal per mole
LUMO energy   -4.25 eV

***

Entry 4:
Below is a cluster of 3 separate species, C4H12O4 in total in a non-equilibrium geometry, with properties calculated with the ωB97M-V functional and the def2-TZVPD basis.

Structure (ORCA input):
```
! RIJCOSX wB97M-V def2-TZVPD def2/J DEFGRID3
* xyz 0 1
O 2.9509 -1.1875 -0.6569
O -1.0841 -2.3109 1.2950
O 3.4817 1.5738 -0.8506
O -0.2007 1.9431 -1.1102
C -1.7486 0.1792 -0.6622
C -1.8176 -1.1244 1.5360
C -0.8745 1.0365 -1.5362
C -1.2560 0.0842 0.7772
H 3.2162 -0.2546 -0.7187
H -0.1618 -0.0218 0.8161
H 4.0759 2.2201 -0.4658
H -2.8210 -1.3566 1.1845
H -0.9472 0.8624 -2.6217
H -1.8910 -0.8345 -1.0473
H -0.1431 -2.1459 1.4329
H 2.6210 -1.3997 0.2172
H -1.4389 0.9635 1.3744
H -1.8497 -0.8282 2.5911
H 2.5857 1.9199 -0.8827
H -2.6971 0.6815 -0.6722
*
```

Computed properties:
Molecular weight   124.1 Da
Structure (SMILES)   O=CCCCO.O.O
DFT total energy   -460.54011 Eh
E_HOMO   -10.113 eV
Energy relative to the best compared isomer or geometry (same formula, charge and spin)   26.7 kcal per mole
LUMO energy   0.62 eV